Molecular formula: C34H67NO11S2
Method: DFT, ωB97M-V/def2-TZVPD

LUMO level   -0.83 eV
SMILES   CCCCN(CCCCOC(=O)OOC[C@@H](C)O)C(=S)SCCC.CC(C)=O.CC(C)=O.CC(C)=O.CC(C)=O.CC(C)=O.CC(C)=O

Structure (XYZ):
```
115
C34H67NO11S2 (ωB97M-V/def2-TZVPD)
C -4.16045 1.55939 -1.17463
C -2.73660 0.74655 -0.88773
C -2.76270 0.17668 0.66171
C -1.79753 -1.16727 0.87638
N -0.75844 -0.89951 1.94514
C -1.12227 -1.50228 3.28350
C -2.65635 -1.18618 3.78686
C -2.85836 -1.95321 5.23627
C -4.44155 -2.33396 5.45366
O -4.86164 -3.61776 4.88444
C -5.65363 -3.47758 3.65938
O -6.62170 -2.59499 3.41170
O -5.39718 -4.48552 2.57805
O -4.90236 -3.90846 1.52025
C -3.70036 -4.74316 1.19921
C -3.50991 -5.01558 -0.40730
C -3.45378 -3.66174 -1.32990
O -2.23966 -5.76909 -0.65997
C 0.64427 -1.25262 1.49928
S 1.31451 -0.36754 0.16649
S 1.72996 -2.55788 2.30130
C 1.89649 -4.09035 1.23434
C 3.49443 -4.55371 1.25626
C 3.78089 -5.77664 2.35768
H -4.60208 1.25154 -2.22820
H -3.88404 2.70051 -1.15618
H -4.96419 1.27721 -0.34606
H -1.81285 1.48312 -1.04136
H -2.56432 -0.13651 -1.66741
H -2.32166 1.05157 1.34053
H -3.86427 0.00456 1.06857
H -2.53880 -2.05853 1.13884
H -1.35643 -1.41755 -0.18240
H -0.97083 -2.66319 3.36316
H -0.38992 -1.01541 4.08400
H -3.48175 -1.64784 3.06064
H -2.91170 -0.02226 3.83621
H -2.15259 -2.87606 5.38500
H -2.60516 -1.13099 6.06464
H -4.59793 -2.42533 6.63420
H -5.06408 -1.40179 5.12219
H -2.77259 -4.21119 1.71327
H -3.77073 -5.80971 1.72043
H -4.39153 -5.68335 -0.84125
H -2.32107 -3.35819 -1.45619
H -3.96728 -2.78152 -0.73621
H -4.01725 -3.82079 -2.34401
H -1.54117 -5.39475 -0.04582
H 1.57402 -3.95555 0.11611
H 1.28007 -5.01375 1.67024
H 3.90188 -4.81876 0.18115
H 4.08090 -3.60873 1.67436
H 4.92875 -5.68180 2.65309
H 3.14453 -5.65016 3.33554
H 3.60669 -6.82929 1.86944
C -4.55337 -6.85321 4.49815
C -4.17870 -8.30958 4.43140
O -3.12533 -8.72083 4.91521
C -5.14279 -9.24350 3.74986
H -3.76438 -6.29904 5.01765
H -4.65713 -6.44961 3.48782
H -5.48745 -6.73490 5.05314
H -5.27280 -8.94644 2.70618
H -6.10311 -9.23173 4.27150
H -4.74165 -10.26222 3.77697
C -0.41739 5.63708 -2.93269
C -0.44451 4.49174 -1.95632
O -1.34592 3.65521 -1.97809
C 0.67405 4.40935 -0.95222
H -1.28571 5.56851 -3.59662
H -0.46374 6.58639 -2.39316
H 0.49092 5.58748 -3.53851
H 0.67632 5.30392 -0.32441
H 1.63098 4.30501 -1.46976
H 0.52391 3.53287 -0.31294
C -4.65855 5.48011 0.37495
C -4.40926 6.15643 -0.94652
O -3.28545 6.54197 -1.26465
C -5.58819 6.34275 -1.86389
H -3.71784 5.41407 0.93190
H -5.37238 6.06340 0.96202
H -5.03851 4.46888 0.20899
H -6.34344 6.96451 -1.37662
H -6.00957 5.36999 -2.12965
H -5.25921 6.84437 -2.78018
C 3.84914 1.01293 -2.54318
C 4.04614 2.48669 -2.77777
O 3.62158 3.32247 -1.98152
C 4.78286 2.89845 -4.02431
H 3.30207 0.86465 -1.60604
H 3.26609 0.58128 -3.36060
H 4.81949 0.51628 -2.46408
H 4.24142 2.55087 -4.90774
H 5.79482 2.48587 -4.01122
H 4.85021 3.99092 -4.06181
C 9.80421 2.41329 -5.81756
C 8.41693 2.96987 -5.64006
O 7.50385 2.27829 -5.19196
C 8.18993 4.40552 -6.03194
H 9.81957 1.36710 -5.49390
H 10.09027 2.45761 -6.87143
H 10.51244 2.97883 -5.20675
H 8.40402 4.53862 -7.09537
H 8.82618 5.05984 -5.43069
H 7.14303 4.67028 -5.84935
C 6.03067 6.14692 -2.13268
C 7.20132 5.59525 -1.36387
O 8.30838 5.47430 -1.88597
C 6.96517 5.19733 0.06864
H 6.34854 6.39103 -3.15192
H 5.23462 5.39985 -2.18404
H 5.66677 7.05852 -1.65198
H 6.21081 4.40792 0.11538
H 6.64296 6.06659 0.64744
H 7.89800 4.81658 0.49793
```

***

Molecular formula: CF2Gd
Method: DFT, ωB97M-V/def2-TZVPD

LUMO level (alpha / beta)   -0.26 / -1.31 eV
⟨S²⟩   20.91
2S+1   9

Structure (XYZ):
```
4
CF2Gd (ωB97M-V/def2-TZVPD)
C -1.03758 -1.00152 0.54191
F 1.86295 0.37987 0.58468
Gd 0.18761 0.80710 -0.69818
F -1.36574 -2.27711 0.14689
```

***

Molecular formula: C7H7ClO
Method: DFT, ωB97M-V/def2-TZVPD

LUMO level (alpha / beta)   -0.78 / -0.78 eV
Energy above the lowest of the compared OMol25 structures with the same formula, charge and spin   3.860 eV

Structure (XYZ):
```
16
C7H7ClO (ωB97M-V/def2-TZVPD)
C 0.70338 0.96674 0.08432
C 0.56943 -0.13996 0.98511
C 1.11795 2.14196 -0.27283
C 0.56656 -0.61780 2.21371
C -2.12829 -0.19677 -0.25349
C 0.04344 -0.14766 -0.40006
C 0.17453 -1.12811 -1.56807
O -2.77350 -0.68704 -1.12639
Cl -2.75107 0.43967 1.20798
H 0.88396 2.49501 -1.23029
H 1.76627 2.65870 0.35528
H 0.11562 -1.65361 2.21863
H 0.98253 -0.07216 3.06972
H 0.96231 -1.93053 -1.15832
H 0.69859 -0.57568 -2.35443
H -0.93172 -1.55276 -1.77085
```

***

| no. | molar mass (g mol⁻¹) |
| --- | --- |
| 1 | 730.04 |
| 2 | 207.26 |
| 3 | 142.58 |